Record 1
Here is a molecular structure, C40H73AsIN4O2SSe3Si3Te2Tl from OMol25. Energies are from ωB97M-V/def2-TZVPD.

```
131
Properties=species:S:1:pos:R:3:mulliken_charge:R:1
Tl -1.391 1.360 -0.923 1.28
Se -0.148 5.671 -2.537 -0.34
Te -0.041 5.539 -0.129 0.27
Te -2.290 4.475 0.802 0.42
Se -3.799 4.621 -1.033 -0.35
C -1.689 -3.129 5.334 -1.27
C -1.461 -1.623 5.369 -0.22
C -2.307 -0.860 4.345 -0.75
C -1.782 -0.962 2.910 -0.31
N -0.457 -0.403 2.807 0.43
C -0.169 0.868 2.536 0.02
S -1.407 1.969 2.225 -0.31
N 1.124 1.218 2.559 0.55
C 1.635 2.558 2.718 -0.70
C 1.626 3.000 4.184 -0.75
C 2.344 2.030 5.126 -0.18
C 3.819 1.822 4.794 -1.01
H -1.020 -3.620 6.036 0.42
H -1.505 -3.537 4.344 0.23
H -2.712 -3.365 5.615 0.30
H -0.402 -1.406 5.203 0.08
H -1.709 -1.256 6.367 0.44
H -2.340 0.197 4.620 0.31
H -3.327 -1.245 4.358 0.39
H -2.448 -0.427 2.224 -0.05
H -1.738 -1.998 2.582 -0.12
H 0.318 -1.046 2.858 0.37
H 1.780 0.482 2.782 0.23
H 1.018 3.229 2.116 -0.27
H 2.644 2.577 2.304 0.35
H 0.589 3.100 4.512 0.24
H 2.096 3.983 4.240 0.54
H 1.828 1.066 5.121 -0.01
H 2.266 2.429 6.139 0.44
H 3.945 1.287 3.855 0.06
H 4.297 1.242 5.580 0.41
H 4.337 2.775 4.718 0.28
I 2.993 -6.846 -0.291 0.05
C 1.813 -5.097 -0.488 -0.46
C 1.251 -4.536 0.646 -0.65
C 0.570 -3.338 0.535 -0.18
C 0.453 -2.705 -0.695 0.32
C 1.002 -3.298 -1.825 -0.42
C 1.678 -4.499 -1.729 -0.50
C -0.240 -1.375 -0.818 0.15
O -0.001 -0.699 -1.838 -1.00
O -1.001 -1.023 0.116 -0.30
H 1.346 -5.022 1.607 0.46
H 0.132 -2.868 1.402 0.14
H 0.908 -2.793 -2.776 0.45
H 2.101 -4.957 -2.612 0.46
C -6.353 1.618 0.482 -1.04
Si -6.085 0.646 -1.145 0.57
C -5.942 1.887 -2.592 -0.86
C -7.654 -0.382 -1.534 -1.25
As -4.017 -0.465 -0.791 0.27
Si -3.607 -1.251 -2.984 0.45
C -5.152 -1.616 -4.064 -1.04
C -2.606 0.135 -3.841 -0.50
C -2.623 -2.890 -3.051 -0.60
Si -4.716 -2.441 0.315 0.25
C -6.067 -3.506 -0.525 -1.09
C -3.224 -3.614 0.601 -0.82
C -5.394 -1.897 2.033 -1.21
H -7.233 2.249 0.452 0.41
H -5.489 2.255 0.657 0.14
H -6.449 0.947 1.331 0.27
H -6.858 2.456 -2.713 0.42
H -5.749 1.381 -3.533 0.29
H -5.138 2.603 -2.437 -0.06
H -8.418 0.249 -1.974 0.42
H -8.080 -0.840 -0.648 0.36
H -7.438 -1.171 -2.245 0.34
H -5.794 -0.749 -4.174 0.28
H -5.748 -2.420 -3.641 0.23
H -4.851 -1.931 -5.059 0.38
H -3.071 1.109 -3.691 0.16
H -2.495 -0.013 -4.912 0.54
H -1.602 0.168 -3.422 -0.28
H -3.139 -3.683 -2.519 0.23
H -1.643 -2.772 -2.606 -0.28
H -2.480 -3.221 -4.075 0.50
H -5.789 -3.749 -1.545 0.25
H -7.018 -2.991 -0.555 0.30
H -6.219 -4.440 0.004 0.42
H -3.202 -4.415 -0.132 0.48
H -3.245 -4.078 1.583 0.55
H -2.298 -3.057 0.505 -0.36
H -5.289 -2.669 2.788 0.44
H -6.448 -1.646 1.969 0.41
H -4.862 -1.012 2.375 0.14
C 4.753 4.040 0.002 -1.12
C 3.749 4.925 -0.729 0.36
C 3.763 4.764 -2.248 -0.69
C 2.996 3.553 -2.779 -0.77
N 3.629 2.280 -2.544 1.03
C 3.149 1.317 -1.726 -0.64
Se 1.890 1.563 -0.445 -0.17
N 3.890 0.192 -1.881 1.01
C 3.559 -1.093 -1.319 -1.25
C 3.888 -1.264 0.164 1.07
C 5.368 -1.161 0.533 -0.88
C 5.852 0.281 0.606 -0.57
C 4.882 0.447 -2.803 0.63
C 5.926 -0.328 -3.286 -0.70
C 6.794 0.264 -4.187 -0.77
C 6.629 1.582 -4.600 -0.81
C 5.583 2.360 -4.136 -0.71
C 4.713 1.779 -3.226 0.50
H 4.762 4.287 1.063 0.45
H 5.758 4.184 -0.395 0.37
H 4.488 2.989 -0.090 -0.06
H 3.968 5.971 -0.500 0.43
H 2.744 4.709 -0.355 -0.60
H 4.797 4.728 -2.592 0.33
H 3.279 5.636 -2.688 0.49
H 2.865 3.657 -3.859 0.40
H 2.005 3.520 -2.317 0.04
H 4.075 -1.855 -1.906 0.68
H 2.480 -1.223 -1.441 -0.31
H 3.508 -2.249 0.443 0.52
H 3.328 -0.515 0.728 -1.10
H 5.975 -1.729 -0.175 0.29
H 5.505 -1.622 1.513 0.45
H 5.839 0.749 -0.373 0.03
H 6.868 0.331 0.989 0.50
H 5.208 0.859 1.267 -0.11
H 6.069 -1.347 -2.964 0.40
H 7.623 -0.310 -4.575 0.43
H 7.343 2.003 -5.291 0.40
H 5.465 3.382 -4.454 0.43
```

The calculation puts the frontier orbital gap (spin up / spin down) at 0.194 / 0.203 hartree.

***

Record 2
Here is 9 unconnected molecules or ions with the total composition C40H75NO12 from OMol25. Energies are from ωB97M-V/def2-TZVPD.

```
128
Properties=species:S:1:pos:R:3:mulliken_charge:R:1
N -3.715 0.336 0.763 -0.49
C -3.873 1.693 0.998 0.94
C -4.296 2.679 0.219 0.09
C -4.716 2.549 -1.192 -1.38
C -3.475 2.445 -2.109 0.13
C -2.811 3.782 -2.407 -0.80
C -1.658 4.117 -1.497 -0.20
O -0.969 5.276 -1.987 -0.50
C -4.249 3.938 0.992 0.17
O -4.301 5.077 0.593 -0.54
O -4.047 3.588 2.330 -0.32
C -3.498 2.345 2.305 0.71
O -2.784 1.839 3.104 -0.56
H -3.160 0.169 -0.062 0.05
H -4.601 -0.136 0.666 0.33
H -5.306 3.402 -1.474 0.45
H -5.288 1.644 -1.304 0.47
H -3.773 1.947 -3.019 0.34
H -2.764 1.812 -1.598 -0.18
H -2.394 3.723 -3.400 0.23
H -3.523 4.596 -2.406 0.45
H -1.967 4.327 -0.480 0.13
H -0.917 3.332 -1.480 0.27
H -1.591 5.998 -1.908 0.31
C 2.599 5.711 -0.980 -0.35
C 4.070 6.040 -1.226 -0.54
C 4.512 4.875 -2.099 -0.22
O 3.365 4.482 -2.853 -0.46
C 2.192 5.111 -2.320 -0.13
H 2.001 6.575 -0.696 0.37
H 2.512 4.962 -0.188 0.08
H 4.155 6.978 -1.779 0.26
H 4.659 6.130 -0.314 0.35
H 4.839 4.023 -1.491 0.00
H 5.319 5.139 -2.783 0.32
H 1.871 5.890 -3.019 0.37
H 1.394 4.376 -2.241 -0.06
C 3.338 0.510 0.686 -0.23
C 3.207 1.982 1.040 -0.19
C 4.571 2.280 1.645 -0.52
O 5.501 1.413 0.986 -0.35
C 4.788 0.424 0.233 -0.37
H 2.633 0.187 -0.079 0.00
H 3.186 -0.106 1.576 0.32
H 3.062 2.571 0.130 -0.13
H 2.384 2.197 1.721 0.44
H 4.588 2.057 2.718 0.30
H 4.883 3.316 1.502 0.26
H 4.887 0.664 -0.831 0.18
H 5.232 -0.557 0.409 0.22
C 0.366 -2.937 -1.185 -0.68
C -0.064 -1.951 -0.103 -0.51
C -0.455 -0.736 -0.928 0.26
O -0.942 -1.230 -2.177 -0.32
C -0.626 -2.625 -2.299 -0.33
H 0.333 -3.978 -0.870 0.39
H 1.383 -2.712 -1.514 0.27
H -0.935 -2.336 0.431 0.31
H 0.712 -1.730 0.629 0.34
H 0.412 -0.094 -1.127 0.09
H -1.230 -0.134 -0.450 -0.36
H -1.551 -3.200 -2.180 0.29
H -0.227 -2.817 -3.294 0.18
C -7.568 0.852 5.957 -0.62
C -6.166 1.422 5.762 -0.53
C -5.477 0.296 5.002 -0.03
O -6.494 -0.345 4.221 -0.42
C -7.781 0.106 4.647 0.20
H -8.330 1.608 6.140 0.41
H -7.574 0.151 6.795 0.26
H -6.210 2.322 5.144 0.21
H -5.660 1.674 6.692 0.40
H -5.050 -0.444 5.687 0.26
H -4.687 0.651 4.344 -0.11
H -8.187 0.769 3.874 0.26
H -8.448 -0.751 4.750 -0.33
C 7.887 -1.145 2.477 -0.55
C 8.490 -0.369 1.312 -0.27
C 9.651 -1.266 0.908 -0.44
O 9.250 -2.607 1.210 -0.33
C 8.066 -2.584 2.013 -0.44
H 6.848 -0.891 2.680 0.27
H 8.466 -0.968 3.386 0.32
H 7.766 -0.298 0.498 0.03
H 8.805 0.639 1.572 0.41
H 10.553 -1.036 1.486 0.28
H 9.893 -1.194 -0.154 0.25
H 7.222 -2.909 1.393 0.25
H 8.179 -3.287 2.839 0.27
C -2.386 -0.957 -7.160 -0.53
C -1.327 -0.036 -6.562 -0.50
C -0.741 -0.913 -5.464 -0.10
O -0.852 -2.266 -5.927 -0.43
C -1.700 -2.314 -7.076 -0.46
H -2.675 -0.694 -8.177 0.36
H -3.284 -0.950 -6.538 0.24
H -0.565 0.194 -7.311 0.28
H -1.724 0.904 -6.182 0.29
H -1.304 -0.820 -4.534 0.05
H 0.306 -0.689 -5.257 0.29
H -1.079 -2.499 -7.959 0.27
H -2.403 -3.140 -6.968 0.28
C -9.860 -3.534 5.448 -0.24
C -11.299 -3.720 5.917 -0.56
C -12.052 -2.794 4.969 -0.42
O -11.314 -2.782 3.744 -0.41
C -10.037 -3.394 3.945 -0.41
H -9.198 -4.355 5.721 0.40
H -9.448 -2.611 5.865 0.00
H -11.612 -4.755 5.763 0.26
H -11.458 -3.470 6.965 0.34
H -12.089 -1.772 5.360 0.26
H -13.071 -3.126 4.772 0.28
H -10.042 -4.372 3.451 0.31
H -9.264 -2.778 3.484 0.22
C 10.101 -5.822 -2.446 -0.58
C 9.664 -4.861 -1.343 -0.39
C 9.288 -3.625 -2.145 -0.09
O 8.813 -4.092 -3.412 -0.44
C 9.123 -5.479 -3.561 -0.46
H 10.059 -6.871 -2.157 0.34
H 11.123 -5.594 -2.757 0.27
H 8.785 -5.255 -0.827 0.25
H 10.430 -4.661 -0.598 0.31
H 10.160 -2.983 -2.317 0.17
H 8.510 -3.031 -1.664 0.05
H 8.195 -6.054 -3.466 0.27
H 9.534 -5.650 -4.556 0.28
```

Its SMILES is NC1=C(CCCCO)C(=O)OC1=O.C1CCOC1.C1CCOC1.C1CCOC1.C1CCOC1.C1CCOC1.C1CCOC1.C1CCOC1.C1CCOC1. The calculation puts the frontier orbital gap at 0.314 hartree. For the energy above the lowest of the compared OMol25 structures with the same formula, charge and spin, the calculation gives 0.0 kJ/mol.

***

F_max in eV/A, matching the order above: 1.354, 2.216